51
Properties=species:S:1:pos:R:3:nbo_charge:R:1 method="wB97M-V/def2-TZVPD" charge=+1 lumo_energy_ha=-0.1249 smiles="Cc1ccc(C(c2ccc(C)cc2)N2CC[NH+]=C2c2ccccc2)cc1" e_above_lowest_ev=0.171 total_energy_ev=-28267.96552
C 4.86 -0.50 3.94 -0.64
C 3.66 -0.38 3.06 0.01
C 2.94 -1.51 2.66 -0.23
C 1.87 -1.39 1.76 -0.15
C 1.40 -0.15 1.31 -0.09
C 0.23 -0.11 0.28 -0.10
C 0.27 1.08 -0.66 0.00
C -0.92 1.36 -1.32 -0.22
C -1.08 2.46 -2.15 -0.20
C -0.03 3.37 -2.28 0.00
C -0.17 4.57 -3.14 -0.63
C 1.18 3.13 -1.62 -0.21
C 1.36 1.97 -0.86 -0.20
N -1.08 -0.38 0.81 -0.35
C -1.29 -0.43 2.22 -0.23
C -2.62 -1.11 2.41 -0.23
N -2.93 -1.55 1.07 -0.52
C -2.03 -1.17 0.19 0.58
C -2.12 -1.66 -1.20 -0.18
C -3.41 -1.75 -1.76 -0.17
C -3.58 -2.33 -3.00 -0.20
C -2.49 -2.78 -3.74 -0.16
C -1.23 -2.74 -3.17 -0.21
C -1.02 -2.20 -1.90 -0.10
C 2.04 0.99 1.86 -0.20
C 3.23 0.87 2.63 -0.20
H 5.47 0.41 3.90 0.23
H 4.60 -0.66 5.00 0.23
H 5.48 -1.35 3.64 0.23
H 3.25 -2.48 3.06 0.22
H 1.38 -2.32 1.44 0.20
H 0.46 -1.01 -0.35 0.21
H -1.77 0.68 -1.22 0.19
H -2.02 2.62 -2.69 0.22
H 0.62 5.30 -2.93 0.22
H -0.09 4.30 -4.20 0.23
H -1.14 5.06 -3.01 0.23
H 2.01 3.84 -1.72 0.22
H 2.34 1.76 -0.41 0.23
H -0.46 -1.06 2.53 0.22
H -1.16 0.53 2.72 0.24
H -2.53 -1.97 3.08 0.23
H -3.38 -0.43 2.80 0.22
H -3.63 -2.27 0.90 0.44
H -4.24 -1.36 -1.19 0.22
H -4.58 -2.42 -3.38 0.23
H -2.64 -3.16 -4.76 0.24
H -0.39 -3.16 -3.72 0.24
H -0.01 -2.26 -1.47 0.22
H 1.63 1.98 1.68 0.23
H 3.78 1.78 2.91 0.23